1.
Below is 3 unconnected molecules or ions with the total composition C14H24O5S2, with properties calculated with wB97M-V/def2-TZVPD.

```
45
Properties=species:S:1:pos:R:3:forces:R:3
C 2.3691 -1.4349 -1.1903 -0.3 0.2 0.0
C 2.9775 -0.0611 -1.5118 0.0 0.0 0.1
C 2.0683 1.0530 -1.0898 0.1 0.1 0.1
C 2.3803 1.9831 -0.1816 0.0 -0.2 -0.2
C 1.4216 3.0543 0.1638 0.0 0.1 0.2
O 1.7688 4.0873 0.7034 0.0 -0.2 0.0
C -0.0068 2.8028 -0.1560 -0.2 -0.1 -0.2
C -0.3668 1.8821 -1.0558 0.1 0.1 0.1
C -1.7545 1.5264 -1.5117 0.1 0.0 0.0
C -2.9284 2.2455 -0.8384 -0.2 -0.2 -0.1
O -3.8875 1.3234 -0.3025 0.5 0.1 0.2
C 0.7357 1.1450 -1.7648 0.0 0.0 0.0
O 0.5474 0.6524 -2.8559 0.0 -0.1 0.1
H 1.8993 -1.4040 -0.2029 0.1 -0.1 0.0
H 3.1433 -2.2005 -1.1640 -0.1 0.0 -0.1
H 1.5990 -1.7029 -1.9181 0.1 0.0 0.0
H 3.1530 0.0297 -2.5887 0.1 -0.1 0.1
H 3.9192 0.0403 -0.9706 0.0 0.1 -0.1
H 3.3518 1.9856 0.3015 -0.1 0.1 0.0
H -0.7240 3.4392 0.3494 0.1 0.0 0.0
H -1.8856 0.4462 -1.3693 0.0 0.1 0.0
H -1.7829 1.6616 -2.5971 0.0 0.0 0.1
H -2.6009 2.9156 -0.0416 0.0 0.1 -0.1
H -3.4763 2.8245 -1.5807 0.0 0.1 0.1
H -3.4236 0.8431 0.3973 -0.3 -0.1 -0.1
C -6.4317 -0.7031 -0.5623 -0.1 0.1 0.0
S -5.7334 -2.1682 0.2054 -0.1 0.1 0.0
O -4.4577 -2.4675 -0.4962 0.0 0.0 0.0
C -6.9634 -3.3165 -0.4276 0.0 -0.1 0.0
H -5.7835 0.1366 -0.3241 0.0 0.0 0.0
H -6.4729 -0.8430 -1.6427 0.0 0.0 0.0
H -7.4295 -0.5276 -0.1584 0.0 0.0 0.0
H -6.9606 -3.2810 -1.5168 0.0 0.0 0.0
H -7.9433 -3.0487 -0.0329 0.0 0.0 0.0
H -6.6898 -4.3134 -0.0884 0.0 0.0 0.0
C 5.3539 -2.0560 3.3706 0.0 0.0 0.0
S 4.6539 -0.5242 2.7471 0.0 0.0 0.0
O 4.1491 -0.8178 1.3786 0.0 0.0 0.0
C 6.2189 0.3345 2.5440 0.1 0.0 0.0
H 4.5327 -2.7543 3.5163 0.0 0.0 0.0
H 6.0558 -2.4551 2.6389 0.0 0.0 0.0
H 5.8496 -1.8667 4.3227 0.0 0.0 0.0
H 6.8586 -0.2364 1.8714 0.0 0.0 0.0
H 6.6923 0.4607 3.5175 0.0 0.0 0.0
H 6.0037 1.3102 2.1132 0.0 0.0 0.0
```
Positions in Å, forces in eV/Å.

HOMO level = -8.8 eV
LUMO = -0.72 eV
E = -46812.5229 eV
orbital gap = 8.11 eV

2.
Below is a molecular structure, C14H24OP2PdSe4, with properties calculated with wB97M-V/def2-TZVPD.

```
46
Properties=species:S:1:pos:R:3:forces:R:3
Pd -0.1620 0.8204 -0.7821 0.5 0.1 0.2
C 2.7697 2.3117 -0.6274 -0.1 0.1 -0.1
P 1.5158 1.5533 0.4389 -0.2 0.1 0.4
C 1.2861 2.7579 1.7791 0.2 0.1 0.0
C 2.3890 0.1575 1.2291 0.0 -0.1 0.0
C 3.4204 0.3293 2.1488 0.0 0.0 0.0
C 4.0472 -0.7748 2.7027 0.0 0.0 0.0
C 3.6561 -2.0576 2.3369 0.0 0.0 0.0
C 2.6407 -2.2353 1.4118 0.0 0.0 0.0
C 2.0027 -1.1302 0.8557 0.0 0.1 0.0
P 0.6758 -1.2594 -0.3893 -0.1 0.1 -0.1
C 1.4527 -2.2074 -1.7300 0.0 0.0 0.0
C -0.5241 -2.4295 0.3087 0.0 0.0 0.0
H 3.6973 2.5108 -0.0871 0.0 0.0 0.0
H 2.3447 3.2433 -1.0052 0.0 0.0 0.0
H 2.9514 1.6552 -1.4798 0.0 0.0 0.1
H 2.2456 3.0597 2.2040 0.0 0.0 0.0
H 0.6557 2.3310 2.5583 0.0 0.0 0.0
H 0.7925 3.6396 1.3663 0.0 0.0 0.0
H 3.7386 1.3240 2.4405 0.0 0.0 0.0
H 4.8433 -0.6369 3.4238 0.0 0.0 0.0
H 4.1455 -2.9187 2.7750 0.0 0.0 0.0
H 2.3447 -3.2390 1.1267 0.0 0.0 0.0
H 1.8917 -3.1320 -1.3499 0.0 0.0 0.0
H 2.2193 -1.5945 -2.2057 0.0 0.0 0.0
H 0.6954 -2.4399 -2.4813 0.0 0.0 0.0
H -0.0686 -3.4033 0.4984 0.0 0.0 0.0
H -1.3353 -2.5445 -0.4106 0.0 0.0 0.0
H -0.9353 -2.0285 1.2358 0.0 0.0 -0.1
Se -0.8768 3.1674 -0.8379 -0.1 0.0 -0.1
Se -0.0984 0.3786 -3.2342 0.0 -0.5 -0.6
Se -0.8566 2.3387 -4.2482 0.1 0.1 -0.3
Se -2.3492 3.0190 -2.6641 -0.2 0.1 0.3
C -4.6405 -0.0817 0.2533 0.0 0.0 0.0
C -4.7362 -0.1268 -1.2727 0.0 0.0 0.0
C -3.3231 -0.5069 -1.6718 0.2 0.1 -0.1
O -2.4769 0.0828 -0.6706 -0.2 -0.2 0.4
C -3.2593 0.5223 0.4565 0.1 -0.1 -0.2
H -4.6823 -1.0911 0.6713 0.0 0.0 0.0
H -5.4240 0.5150 0.7199 0.0 0.0 0.0
H -4.9666 0.8641 -1.6669 0.0 0.0 0.0
H -5.4786 -0.8312 -1.6457 0.0 0.0 0.0
H -3.0116 -0.1173 -2.6404 0.0 0.0 0.0
H -3.1740 -1.5941 -1.6646 0.0 0.0 0.0
H -3.2811 1.6133 0.4555 0.0 0.0 0.0
H -2.7616 0.1855 1.3683 0.0 0.0 0.0
```
Positions in Å, forces in eV/Å.

energy relative to the best compared isomer or geometry (same formula, charge and spin) = 19.09 kcal per mole
HOMO level = -6.4 eV
LUMO = 0.00 eV
E = -300400.5496 eV
orbital gap = 6.35 eV